Record 1
Below is a single C22H24N2O7S molecule at a distorted geometry, with properties calculated with ωB97M-V/def2-TZVPD.

The geometry in XYZ format:
```
56
Properties=species:S:1:pos:R:3:forces:R:3
C -1.457 -2.470 -2.019 0.00 -0.13 -0.01
C -1.273 -1.923 -0.653 0.16 -0.60 0.65
C -1.011 -2.604 0.505 -0.27 0.53 -1.24
C -0.848 -4.053 0.729 0.16 0.02 0.39
O -0.900 -4.871 -0.170 -0.07 0.00 -0.23
N -0.616 -4.378 2.022 0.05 0.10 0.25
C -0.524 -5.753 2.468 -0.28 -0.13 -0.11
C -1.571 -6.066 3.485 0.71 -0.01 0.62
C -1.499 -6.209 4.841 0.12 0.05 -0.68
C -2.819 -6.465 5.283 -0.49 -0.01 -0.34
C -3.593 -6.451 4.165 -0.11 -0.11 0.93
O -2.849 -6.209 3.075 0.09 0.08 -0.58
O -0.907 -1.756 1.583 0.07 -0.10 0.39
C -1.103 -0.509 1.114 -0.20 0.53 -0.86
C -1.097 0.675 1.841 0.06 -0.26 0.07
C -1.327 1.841 1.139 0.01 -0.01 0.17
C -1.561 1.813 -0.234 -0.12 0.74 -0.39
S -1.766 3.372 -1.098 0.12 0.05 -0.08
O -2.517 3.142 -2.295 0.19 -0.29 -0.06
O -2.220 4.364 -0.170 0.23 -0.13 0.25
N -0.222 3.797 -1.559 -1.08 0.01 0.14
C 0.674 4.144 -0.483 0.31 0.33 0.54
C 1.864 4.919 -1.039 0.16 -0.44 -0.21
C 2.573 4.083 -2.115 -0.54 0.34 -0.11
C 1.558 3.685 -3.200 0.25 -0.04 0.41
C 0.380 2.955 -2.563 0.14 -0.34 -0.61
O 3.635 4.845 -2.660 -0.20 0.13 0.13
C 4.777 4.021 -2.731 0.12 -0.43 -0.01
C 4.546 3.030 -1.590 0.38 0.29 0.00
O 3.142 2.905 -1.559 -0.31 -0.03 -0.09
C -1.572 0.649 -0.964 -0.01 -0.31 -0.01
C -1.339 -0.541 -0.278 0.13 0.16 0.75
H -1.378 -3.553 -1.996 -0.02 0.02 -0.11
H -0.698 -2.065 -2.687 0.04 0.02 -0.10
H -2.433 -2.182 -2.406 -0.07 0.01 -0.08
H -0.625 -3.650 2.720 -0.03 -0.01 -0.09
H 0.465 -5.942 2.898 -0.16 -0.08 -0.05
H -0.661 -6.367 1.573 0.13 0.01 0.17
H -0.617 -6.149 5.446 0.25 0.02 0.06
H -3.141 -6.634 6.290 -0.15 -0.05 0.18
H -4.645 -6.594 4.018 -0.13 -0.01 -0.13
H -0.923 0.674 2.904 0.01 0.04 0.13
H -1.356 2.797 1.637 0.01 0.07 0.16
H 0.106 4.755 0.219 0.20 -0.03 0.08
H 1.042 3.239 0.027 -0.05 0.08 0.02
H 1.534 5.849 -1.499 -0.03 0.07 0.02
H 2.569 5.148 -0.239 0.03 0.00 -0.01
H 1.218 4.595 -3.693 -0.03 0.02 -0.04
H 2.044 3.040 -3.932 0.03 0.01 -0.01
H -0.391 2.742 -3.303 0.18 -0.11 -0.05
H 0.742 2.013 -2.121 -0.06 0.02 -0.06
H 4.820 3.505 -3.700 0.05 0.05 0.09
H 5.659 4.646 -2.604 0.00 -0.08 -0.02
H 4.915 3.434 -0.637 0.01 -0.07 -0.10
H 4.977 2.044 -1.765 0.03 0.07 0.02
H -1.779 0.675 -2.021 -0.03 -0.05 -0.17
```
Forces are in eV/Å.

Results
- Spin multiplicity: 1
- DFT total energy: -1887.1120 hartree
- Total charge: 0
- HOMO-LUMO gap: 8.938 eV
- ΔE to the lowest compared entry with this formula, charge and spin: 1.549 eV
- Highest occupied orbital energy: -8.8 eV
- LUMO level: 0.11 eV

Mulliken atomic charge list, values in e, 6 entries:
1 C -1.501
2 C -0.103
3 C 1.066
4 C 0.235
5 O -0.692
6 N -0.162



Record 2
Below is a molecular structure, C24H19BrF4MoOPS5Si, with properties calculated with ωB97M-V/def2-TZVPD.

The geometry in XYZ format:
```
57
Properties=species:S:1:pos:R:3:forces:R:3
Mo -0.150 -0.266 0.254 -0.20 0.11 -0.23
S 4.555 -0.692 5.747 -0.06 0.05 -0.06
C 3.501 -0.475 4.536 0.03 -0.11 0.00
S 1.764 -0.601 4.724 0.06 0.03 0.04
C 1.366 -0.284 3.061 -0.02 -0.02 -0.06
C 2.383 -0.061 2.218 -0.01 0.00 -0.08
S 2.099 0.278 0.521 0.13 0.00 0.11
S 3.983 -0.124 2.886 -0.01 0.02 0.09
S -0.283 -0.287 2.460 0.01 -0.06 0.51
F -3.747 5.950 -0.800 0.02 -0.09 0.02
C -3.505 4.681 -0.535 -0.04 0.04 0.00
C -4.532 3.844 -0.128 -0.05 0.02 0.00
F -5.762 4.312 -0.010 0.09 -0.02 -0.01
C -4.260 2.511 0.141 -0.03 -0.06 0.00
F -5.278 1.734 0.504 0.02 0.03 -0.04
C -2.982 1.982 0.033 0.18 0.01 -0.04
P -2.625 0.212 0.287 0.08 0.00 0.06
C -3.416 -0.619 -1.116 -0.10 0.01 0.04
C -4.769 -0.963 -1.082 0.03 -0.02 0.00
C -5.359 -1.552 -2.188 0.01 -0.01 -0.03
C -4.611 -1.795 -3.333 -0.03 -0.01 0.01
C -3.269 -1.448 -3.375 0.03 0.01 0.01
C -2.672 -0.865 -2.268 -0.06 0.02 -0.04
C -3.475 -0.307 1.787 -0.04 0.15 0.02
C -3.871 -1.635 1.923 0.04 -0.05 0.01
C -4.400 -2.075 3.126 -0.01 -0.02 0.01
C -4.529 -1.198 4.193 0.00 0.00 0.00
C -4.123 0.123 4.062 0.00 0.01 0.00
C -3.591 0.569 2.863 -0.02 -0.03 -0.01
C -1.970 2.849 -0.378 -0.06 -0.06 0.04
Br -0.144 2.295 -0.499 -0.20 -0.03 -0.10
C -2.218 4.176 -0.659 0.06 0.03 -0.03
F -1.238 4.985 -1.041 -0.02 0.01 0.00
H -5.356 -0.783 -0.192 -0.01 0.03 -0.02
H -6.406 -1.822 -2.157 0.00 0.00 0.00
H -5.076 -2.256 -4.194 0.00 0.01 0.00
H -2.685 -1.631 -4.268 -0.01 0.00 0.00
H -1.623 -0.600 -2.319 0.06 0.02 0.01
H -3.774 -2.326 1.093 0.01 0.01 0.03
H -4.716 -3.105 3.228 0.00 0.01 0.00
H -4.946 -1.544 5.129 0.00 0.00 0.00
H -4.219 0.807 4.895 0.00 0.00 0.00
H -3.266 1.599 2.774 0.00 0.00 -0.01
C -1.512 -4.457 -0.620 0.15 -0.02 -0.02
Si 0.139 -3.601 -0.624 -0.09 0.17 0.09
C 1.251 -4.065 0.788 -0.06 -0.03 -0.09
C 0.969 -3.573 -2.286 -0.05 -0.09 0.10
O -0.264 -1.938 -0.317 0.18 -0.16 -0.36
H -1.380 -5.528 -0.790 -0.02 0.01 0.00
H -2.164 -4.072 -1.407 0.02 0.03 0.00
H -2.016 -4.336 0.341 0.02 0.01 0.01
H 1.502 -5.127 0.755 0.01 0.01 0.00
H 0.768 -3.867 1.747 -0.03 0.00 -0.01
H 2.185 -3.499 0.756 -0.01 0.01 -0.02
H 1.191 -4.590 -2.617 0.01 0.01 0.00
H 1.912 -3.024 -2.252 -0.01 0.01 0.02
H 0.329 -3.115 -3.043 -0.02 0.00 0.02
```
Forces are in eV/Å.

Results
- Spin multiplicity: 1
- DFT total energy: -6664.5475 hartree
- Total charge: +1
- HOMO-LUMO gap: 5.980 eV
- ΔE to the lowest compared entry with this formula, charge and spin: 0.000 eV
- Highest occupied orbital energy: -10.2 eV
- LUMO level: -4.20 eV

Mulliken atomic charge list, values in e, 6 entries:
1 Mo -0.284
2 S -0.175
3 C 0.106
4 S -0.041
5 C -0.022
6 C 0.326



Record 3
Below is a single C23H34N2O4 molecule, with properties calculated with ωB97M-V/def2-TZVPD.

The geometry in XYZ format:
```
63
Properties=species:S:1:pos:R:3:forces:R:3
C 1.282 1.549 3.890 0.29 -0.38 -0.04
C 1.978 0.289 4.394 -0.46 0.42 0.35
O 3.018 -0.132 3.521 0.20 -0.40 -0.23
C 2.698 -0.696 2.320 -0.02 -0.03 -0.07
C 3.384 -0.219 1.209 -0.12 -0.04 0.20
C 3.209 -0.769 -0.046 -0.10 -0.08 -0.02
C 2.317 -1.814 -0.226 0.08 -0.13 0.02
C 2.055 -2.384 -1.595 -0.04 0.22 -0.12
C 1.382 -1.342 -2.501 0.04 -0.27 -0.11
N 0.226 -0.766 -1.857 0.40 0.01 0.22
C -1.034 -0.930 -2.293 -0.31 0.40 0.26
O -1.336 -1.545 -3.294 -0.18 -0.28 -0.31
C -2.102 -0.298 -1.382 -0.08 -0.21 -0.34
C -2.384 -1.231 -0.187 -0.01 -0.02 0.06
C -1.546 -0.646 0.946 -0.05 -0.02 0.07
C -1.305 0.798 0.532 -0.02 -0.27 0.39
O -0.841 1.677 1.226 0.09 0.26 0.24
N -1.672 0.934 -0.762 -0.19 -0.08 -0.20
C -1.665 2.215 -1.440 -0.02 0.14 -0.16
C -3.087 2.673 -1.776 0.17 0.19 0.23
C -3.054 4.069 -2.391 -0.14 -0.19 -0.25
C -2.194 4.070 -3.651 0.13 0.23 0.20
C -0.780 3.598 -3.328 -0.16 -0.20 -0.22
C -0.803 2.205 -2.703 0.15 0.27 0.24
C 1.634 -2.307 0.879 0.02 -0.07 0.06
C 1.819 -1.786 2.154 0.10 0.17 0.19
O 1.183 -2.254 3.272 0.32 0.38 -0.15
C 0.480 -3.478 3.233 -0.11 -0.47 0.00
C 1.405 -4.689 3.153 -0.11 0.39 -0.02
H 2.014 2.332 3.708 0.06 0.12 0.01
H 0.740 1.361 2.965 -0.08 0.02 -0.04
H 0.575 1.896 4.638 -0.12 0.06 0.08
H 2.494 0.494 5.336 -0.10 -0.07 -0.09
H 1.252 -0.512 4.553 0.18 0.12 0.03
H 4.073 0.597 1.363 0.06 0.11 0.06
H 3.769 -0.382 -0.884 0.08 0.06 -0.11
H 1.408 -3.258 -1.515 0.02 -0.03 -0.03
H 2.993 -2.693 -2.061 0.00 -0.08 -0.02
H 2.090 -0.542 -2.741 -0.03 -0.07 -0.05
H 1.037 -1.805 -3.427 0.09 0.11 0.05
H 0.397 -0.255 -1.005 -0.11 0.04 -0.09
H -2.996 -0.147 -1.994 0.17 -0.05 0.00
H -2.127 -2.263 -0.421 -0.06 -0.01 -0.03
H -3.444 -1.193 0.066 0.02 0.00 -0.04
H -2.042 -0.679 1.915 0.06 0.06 0.01
H -0.578 -1.140 1.050 -0.03 0.06 0.03
H -1.231 2.913 -0.713 -0.05 -0.08 -0.11
H -3.538 1.980 -2.490 -0.07 -0.07 -0.02
H -3.694 2.674 -0.868 -0.02 -0.08 0.01
H -4.069 4.390 -2.631 0.00 0.07 0.07
H -2.641 4.774 -1.667 -0.02 0.08 0.05
H -2.637 3.404 -4.395 -0.04 -0.01 -0.08
H -2.161 5.074 -4.078 -0.04 -0.01 -0.08
H -0.176 3.580 -4.236 0.07 0.05 0.04
H -0.316 4.297 -2.629 0.07 0.06 0.01
H -1.209 1.488 -3.420 0.01 -0.08 -0.07
H 0.214 1.897 -2.454 -0.03 -0.08 -0.02
H 0.961 -3.138 0.729 -0.08 -0.08 0.03
H -0.252 -3.488 2.415 0.03 0.05 0.09
H -0.070 -3.495 4.178 0.00 -0.01 -0.18
H 0.817 -5.601 3.191 -0.04 -0.12 -0.01
H 1.983 -4.677 2.232 0.04 -0.07 -0.06
H 2.097 -4.676 3.991 0.05 -0.03 0.07
```
Forces are in eV/Å.

Results
- Spin multiplicity: 1
- DFT total energy: -1307.3395 hartree
- Total charge: 0
- HOMO-LUMO gap: 8.929 eV
- ΔE to the lowest compared entry with this formula, charge and spin: 0.397 eV
- Highest occupied orbital energy: -8.2 eV
- LUMO level: 0.70 eV

Mulliken atomic charge list, values in e, 6 entries:
1 C -0.773
2 C -0.130
3 O -0.540
4 C 0.404
5 C -0.661
6 C -0.404